Record 1
32
Properties=species:S:1:pos:R:3:nbo_charge:R:1 method="wB97M-V/def2-TZVPD" gap_ev=10.012 lumo_energy_ev=0.73 smiles="CO[Si](CCCNC(N)=O)(OC)OC"
C -0.70010 3.22016 -1.14193 -0.2421
O -0.06716 2.05211 -1.52904 -0.9015
Si 0.72515 1.09653 -0.40792 2.3051
C 0.78011 -0.60635 -1.15987 -0.9510
C -0.65213 -0.79443 -1.62549 -0.4051
C -1.16797 -2.24984 -1.50500 -0.2186
N -1.53166 -2.60767 -0.15797 -0.6500
C -0.65283 -3.20139 0.73542 0.7785
N -1.11004 -3.46130 1.99438 -0.8414
O 0.49953 -3.45006 0.40334 -0.6720
O -0.16916 1.00036 1.00698 -0.9089
C 0.45735 0.43513 2.09324 -0.2498
O 2.22443 1.71766 -0.04203 -0.8948
C 2.26638 3.01056 0.47335 -0.2529
H -0.11442 4.08907 -1.53546 0.1722
H -0.81464 3.21312 -0.05704 0.1753
H -1.71226 3.18259 -1.58284 0.1768
H 1.50352 -0.69026 -1.96440 0.2454
H 1.04601 -1.29375 -0.34446 0.2659
H -1.34188 -0.23102 -0.99170 0.1946
H -0.78367 -0.38086 -2.63637 0.2199
H -0.41709 -2.94522 -1.88579 0.2222
H -1.99923 -2.44357 -2.17787 0.1954
H -2.43218 -2.23953 0.15824 0.3858
H -0.53079 -4.01441 2.59879 0.4100
H -2.05450 -3.31557 2.24992 0.3845
H 1.45507 0.84019 2.25580 0.1724
H 0.50442 -0.65882 1.98424 0.1769
H -0.14551 0.71558 2.95636 0.1796
H 3.30789 3.18115 0.77929 0.1875
H 1.62911 3.09062 1.35653 0.1676
H 1.99828 3.73924 -0.30071 0.1723

***

Record 2
29
Properties=species:S:1:pos:R:3:nbo_charge:R:1 method="wB97M-V/def2-TZVPD" gap_ev="7.968 / 7.969" lumo_energy_ev="0.62 / 0.62"
C -1.01106 -1.11182 -0.35748 -1.1113
C 1.47692 -0.65766 2.82221 -0.4198
C 0.41653 2.77398 -1.78566 -0.4786
C 0.51729 -3.15723 0.70903 -0.8081
C 1.95142 -1.04637 -0.47468 -0.8485
C -1.73188 1.61009 0.58806 -0.7951
C -2.58330 0.53437 -1.82921 -0.7536
N 0.40869 -0.56842 1.86549 -0.9496
N 0.64409 1.41412 -1.60546 -0.6475
S 0.41910 -1.32238 0.52255 1.6071
S -1.10028 0.49856 -0.76199 1.1884
H 1.39996 -1.57924 3.41614 0.1757
H 1.38551 0.19417 3.49889 0.2055
H 2.46894 -0.62147 2.35763 0.1679
H 0.25971 3.35907 -0.85672 0.1501
H -0.39248 3.02731 -2.50036 0.1520
H 1.35250 3.13281 -2.23070 0.2380
H 0.44871 -3.58341 -0.28510 0.2445
H 1.45845 -3.41707 1.18309 0.2245
H -0.32203 -3.47730 1.31797 0.2469
H 1.82156 -0.04386 -0.89447 0.3095
H 2.83363 -1.12989 0.14882 0.2194
H 1.95005 -1.79094 -1.26202 0.2318
H -1.75483 2.63138 0.22804 0.2243
H -2.71712 1.25453 0.86552 0.2306
H -1.03341 1.48934 1.40941 0.2686
H -2.97234 1.54515 -1.88527 0.2265
H -2.28846 0.18617 -2.81315 0.2498
H -3.30590 -0.14399 -1.39058 0.2511